This record from the Open Molecules 2025 dataset describes a molecular structure, C20H29O4Sn at a distorted geometry. The level of theory is ωB97M-V/def2-TZVPD.

Energy relative to the best compared isomer or geometry (same formula, charge and spin) = 0.5255 eV
Maximum force = 3.58 eV Å⁻¹

Structure (ORCA input):
```
! RIJCOSX wB97M-V def2-TZVPD def2/J DEFGRID3
* xyz -1 1
O -1.301 -1.459 2.744
H 1.807 2.812 -1.340
C 0.985 0.827 -1.463
C 0.437 -2.907 -1.283
H -0.101 -2.447 -2.119
H 2.701 0.912 -2.724
H -1.300 -0.903 -1.766
H -1.730 0.498 -0.714
C 2.381 -0.202 2.145
H -1.885 -2.583 4.350
H -4.553 4.518 -2.090
C -0.290 0.926 -2.376
C 1.439 2.031 -0.665
H -2.529 3.280 -2.216
H 3.878 -3.152 2.867
C 2.046 -4.076 -0.143
C 2.463 -1.408 2.984
H -3.901 5.412 -0.724
H 1.802 0.691 2.361
H 4.856 -1.921 0.672
H -1.210 -3.328 0.207
C 4.060 -1.564 1.315
C 0.891 -4.070 0.692
H 2.270 1.718 -0.020
C 2.182 0.170 -2.101
C -2.691 3.673 -1.196
H 0.734 -4.686 1.577
C 3.432 -0.300 1.164
C -0.149 -3.300 -0.019
C -4.060 4.401 -1.122
C 3.512 -2.221 2.429
H 2.438 -3.245 -2.181
H 0.674 2.446 0.001
Sn 0.600 -1.704 1.513
H 2.986 -4.580 0.090
H -3.766 2.756 1.523
C -1.101 -2.435 3.581
H -5.648 2.933 -0.751
H -0.130 0.344 -3.283
O -0.082 -3.182 3.546
H -4.286 1.542 0.351
H 2.031 -1.516 3.979
C -0.966 0.046 -1.333
H 3.783 0.490 0.518
C -4.910 3.531 -0.185
C 1.757 -3.373 -1.331
H -1.910 4.427 -0.982
O 0.267 -0.082 -0.587
H 1.909 -0.685 -2.720
H -5.464 4.149 0.528
H -0.749 1.865 -2.585
C -3.892 2.552 0.456
H 2.899 -0.197 -1.359
O -2.615 2.579 -0.218
*
```

Atomic partial charges in e from the natural (NBO) method, atoms 1 to 6:
1 O -0.799
2 H 0.194
3 C 0.279
4 C -0.293
5 H 0.187
6 H 0.191